No. 1
C41H42ClGe2N3OS2SiW | ωB97M-V/def2-TZVPD

CARTESIAN COORDINATES (ANGSTROEM)
1 W -1.2075 0.2807 1.0190
2 C 0.2144 2.8133 5.6895
3 S -1.3943 1.9702 5.6584
4 C -1.6333 1.6947 3.9752
5 S -0.4052 2.1838 2.7366
6 N -2.7150 1.1443 3.5720
7 N -2.7256 0.9118 2.1987
8 C -3.6991 1.5216 1.4595
9 C -3.2206 2.1464 0.2801
10 C -3.9599 2.9751 -0.5647
11 C -3.3057 3.7082 -1.5577
12 C -1.9248 3.6049 -1.6759
13 C -1.2311 2.7363 -0.8517
14 N -1.8422 1.9725 0.0984
15 H 0.4177 3.0072 6.7378
16 H 0.1530 3.7456 5.1383
17 H 0.9752 2.1615 5.2701
18 H -4.6502 1.7673 1.9137
19 H -5.0197 3.0691 -0.4076
20 H -3.8667 4.3644 -2.1984
21 H -1.3840 4.1929 -2.3959
22 H -0.1482 2.6287 -0.9008
23 C 4.1487 1.4862 0.2986
24 Ge 3.5469 0.6408 2.0003
25 C 3.6284 2.0579 3.3951
26 C 4.7771 -0.8918 2.4145
27 Ge 1.1105 0.1864 1.5823
28 C 1.3257 -1.6564 0.7648
29 C 0.3725 -2.6522 0.9579
30 C 0.4882 -3.8762 0.3223
31 C 1.5714 -4.1356 -0.5027
32 C 2.5715 -3.1880 -0.6327
33 C 2.4407 -1.9569 -0.0145
34 C 0.7452 -0.6032 3.4192
35 C 1.6627 -0.7732 4.4513
36 C 1.2767 -1.2912 5.6777
37 C -0.0393 -1.6604 5.8982
38 C -0.9668 -1.5352 4.8779
39 C -0.5680 -1.0110 3.6600
40 H 4.8119 2.3195 0.5107
41 H 3.2923 1.8651 -0.2546
42 H 4.6863 0.7743 -0.3201
43 H 4.5185 2.6551 3.2296
44 H 3.6690 1.6470 4.3972
45 H 2.7610 2.7046 3.3090
46 H 5.6931 -0.7312 1.8548
47 H 4.3563 -1.8488 2.1310
48 H 5.0174 -0.9058 3.4713
49 H -0.4358 -2.5301 1.6726
50 H -0.2755 -4.6223 0.4772
51 H 1.6458 -5.0831 -1.0122
52 H 3.4471 -3.3963 -1.2296
53 H 3.2275 -1.2215 -0.1124
54 H 2.6904 -0.4819 4.2865
55 H 2.0051 -1.4040 6.4661
56 H -0.3469 -2.0453 6.8578
57 H -1.9959 -1.8273 5.0276
58 H -1.3304 -0.8992 2.8545
59 O -0.5147 -0.0297 -0.6988
60 Si -0.7157 -0.3471 -2.2888
61 C 0.8969 -1.0192 -3.0012
62 C 0.8991 -1.8237 -4.1349
63 C 2.0841 -2.1782 -4.7511
64 C 3.2937 -1.7324 -4.2394
65 C 3.3089 -0.9180 -3.1210
66 C 2.1178 -0.5561 -2.5196
67 C -1.0788 1.1025 -3.4852
68 C -2.3281 1.2604 -4.0812
69 C -2.5514 2.2262 -5.0470
70 C -1.5166 3.0469 -5.4578
71 C -0.2579 2.8843 -4.9033
72 C -0.0429 1.9232 -3.9321
73 C -2.2627 -1.4446 -2.2499
74 C -3.4729 -0.8513 -1.8854
75 C -4.6319 -1.5978 -1.7779
76 C -4.5896 -2.9643 -1.9934
77 C -3.3922 -3.5725 -2.3287
78 C -2.2394 -2.8170 -2.4623
79 H -0.0405 -2.1590 -4.5489
80 H 2.0697 -2.7895 -5.6408
81 H 4.2177 -2.0102 -4.7225
82 H 4.2509 -0.5662 -2.7228
83 H 2.1226 0.1086 -1.6635
84 H -3.1422 0.6080 -3.8098
85 H -3.5337 2.3235 -5.4834
86 H -1.6844 3.7843 -6.2260
87 H 0.5636 3.4952 -5.2464
88 H 0.9501 1.8015 -3.5252
89 H -3.5036 0.2144 -1.6663
90 H -5.5596 -1.1140 -1.5072
91 H -5.4853 -3.5564 -1.8778
92 H -3.3548 -4.6421 -2.4721
93 H -1.3053 -3.2964 -2.7174
94 Cl -2.5266 -1.5071 0.8042

Forces on the atoms, in the same order (eV/Å):
W -0.6 2.6 0.0
C -0.3 -0.2 -0.2
S 0.1 0.2 0.2
C 0.6 0.3 -1.3
S -0.5 -0.4 0.1
N -1.0 -0.5 0.1
N -1.4 1.9 -0.6
C 1.0 -0.5 1.9
C 0.9 -0.4 -0.5
C 0.6 0.3 -0.4
C -0.2 -0.6 0.8
C 0.1 -0.1 0.5
C 0.0 -0.4 0.6
N -1.8 1.4 -1.6
H 0.0 0.0 0.1
H 0.1 0.1 0.1
H 0.1 0.0 0.0
H 0.0 0.1 0.0
H -0.2 0.0 0.0
H -0.1 0.1 -0.2
H 0.1 0.0 -0.2
H -0.3 0.0 -0.2
C -0.2 -0.2 0.4
Ge 0.7 1.2 -0.4
C -0.1 -0.5 -0.4
C -0.9 0.4 -0.1
Ge 3.6 -3.1 2.3
C 0.1 0.3 0.0
C 0.3 -0.3 0.3
C -0.1 0.1 -0.1
C 0.0 0.0 0.0
C 0.1 -0.1 -0.1
C -0.2 0.0 0.4
C -0.3 0.2 -0.2
C 0.0 0.2 -0.3
C 0.1 0.0 0.0
C 0.0 -0.1 -0.1
C -0.3 0.0 -0.2
C 0.3 0.1 -0.2
H 0.1 0.1 0.1
H 0.0 0.0 -0.1
H 0.0 -0.1 -0.1
H 0.2 0.1 -0.1
H 0.0 -0.1 0.2
H -0.1 0.1 0.0
H 0.1 0.1 -0.2
H -0.1 -0.1 0.0
H -0.1 0.0 0.2
H 0.2 -0.1 -0.2
H -0.1 -0.2 0.0
H 0.1 -0.1 0.0
H 0.1 0.0 -0.1
H 0.1 0.0 -0.2
H 0.1 -0.1 0.2
H 0.1 0.0 0.1
H 0.0 -0.1 0.1
H -0.1 0.0 0.1
H 0.2 -0.4 0.8
O 0.2 0.8 0.2
Si -0.4 -0.8 -2.0
C -0.5 0.2 0.5
C -0.2 0.0 0.0
C 0.1 -0.1 -0.1
C 0.0 0.0 0.0
C 0.1 0.1 0.0
C -0.2 0.2 0.0
C 0.0 -0.4 0.5
C -0.1 -0.1 0.1
C -0.1 0.0 0.0
C -0.1 0.0 0.0
C 0.2 0.1 0.0
C 0.0 0.0 0.1
C 0.6 0.4 -0.3
C 0.0 0.1 -0.3
C 0.0 0.2 0.0
C 0.0 -0.1 0.0
C 0.0 -0.2 0.0
C 0.1 0.1 -0.1
H -0.1 -0.1 -0.1
H 0.0 -0.1 -0.1
H 0.1 0.0 0.0
H 0.1 0.1 0.0
H 0.1 0.0 0.1
H -0.1 -0.1 0.0
H -0.1 0.0 -0.1
H 0.0 0.1 -0.1
H 0.1 0.1 0.0
H 0.2 0.0 0.0
H -0.1 -0.1 -0.1
H -0.1 0.0 0.0
H -0.1 0.0 0.0
H 0.0 -0.1 -0.1
H 0.1 -0.1 0.0
Cl -0.7 -1.2 0.1

Output
* ⟨S²⟩: 0.80
* HOMO (alpha / beta): -0.3822 / -0.3999 hartree
* multiplicity: 2
* charge: +1

Just the Löwdin charges please, in e? Sure, here they are: number 1, W, carries 1.15; number 2, C, carries -0.38; number 3, S, carries 0.93; number 4, C, carries -1.00; number 5, S, carries 0.64; number 6, N, carries -0.04; number 7, N, carries -0.32; number 8, C, carries -0.03; number 9, C, carries -0.25; number 10, C, carries 0.02; number 11, C, carries 0.00; number 12, C, carries -0.02; number 13, C, carries -0.08; number 14, N, carries -0.11; number 15, H, carries 0.04; number 16, H, carries 0.03; number 17, H, carries 0.01; number 18, H, carries 0.14; number 19, H, carries 0.13; number 20, H, carries 0.12; number 21, H, carries 0.12; number 22, H, carries 0.13; number 23, C, carries -0.25; number 24, Ge, carries 0.79; number 25, C, carries -0.23; number 26, C, carries -0.19; number 27, Ge, carries 0.66; number 28, C, carries -0.35; number 29, C, carries -0.18; number 30, C, carries -0.07; number 31, C, carries -0.07; number 32, C, carries -0.07; number 33, C, carries -0.17; number 34, C, carries -0.37; number 35, C, carries -0.11; number 36, C, carries -0.06; number 37, C, carries -0.08; number 38, C, carries -0.07; number 39, C, carries -0.22; number 40, H, carries 0.02; number 41, H, carries 0.00; number 42, H, carries 0.01; number 43, H, carries 0.02; number 44, H, carries 0.01; number 45, H, carries 0.00; number 46, H, carries 0.03; number 47, H, carries 0.01; number 48, H, carries 0.02; number 49, H, carries 0.03; number 50, H, carries 0.11; number 51, H, carries 0.11; number 52, H, carries 0.11; number 53, H, carries 0.06; number 54, H, carries 0.05; number 55, H, carries 0.11; number 56, H, carries 0.11; number 57, H, carries 0.12; number 58, H, carries -0.01; number 59, O, carries -0.51; number 60, Si, carries 0.59; number 61, C, carries -0.22; number 62, C, carries -0.08; number 63, C, carries -0.07; number 64, C, carries -0.07; number 65, C, carries -0.08; number 66, C, carries -0.14; number 67, C, carries -0.23; number 68, C, carries -0.09; number 69, C, carries -0.07; number 70, C, carries -0.08; number 71, C, carries -0.08; number 72, C, carries -0.10; number 73, C, carries -0.27; number 74, C, carries -0.22; number 75, C, carries -0.10; number 76, C, carries -0.08; number 77, C, carries -0.07; number 78, C, carries -0.09; number 79, H, carries 0.10; number 80, H, carries 0.11; number 81, H, carries 0.11; number 82, H, carries 0.11; number 83, H, carries 0.08; number 84, H, carries 0.09; number 85, H, carries 0.11; number 86, H, carries 0.11; number 87, H, carries 0.11; number 88, H, carries 0.10; number 89, H, carries 0.08; number 90, H, carries 0.11; number 91, H, carries 0.11; number 92, H, carries 0.11; number 93, H, carries 0.10; number 94, Cl, carries 0.43

No. 2
C9H7CdN2O5 | ωB97M-V/def2-TZVPD

CARTESIAN COORDINATES (ANGSTROEM)
1 O -0.0015 3.9411 -4.0648
2 C -0.0240 2.9352 -3.5251
3 Cd -0.0160 -0.5090 0.0995
4 O 0.0284 2.4315 1.8021
5 C -0.0231 1.4324 1.2419
6 C -0.1068 -2.2274 -1.2605
7 O -0.2089 -3.3181 -1.6631
8 C 2.4246 -0.2475 -0.1539
9 O 3.5503 -0.1069 -0.2553
10 C -2.4627 -0.3240 -0.2891
11 O -3.5783 -0.2777 -0.5153
12 H 0.0159 -0.9575 -1.6705
13 C -0.6783 -2.0795 5.5299
14 N -0.2500 -2.1904 4.1360
15 C 0.3449 -3.3064 3.5459
16 C 0.5522 -2.9847 2.2329
17 N 0.0977 -1.6888 2.0138
18 C -0.3790 -1.2349 3.1839
19 H -1.4240 -2.8527 5.7651
20 H 0.1780 -2.2059 6.2079
21 H -1.1215 -1.0899 5.6867
22 H 0.5582 -4.2098 4.0938
23 H 0.9815 -3.5861 1.4445
24 H -0.8131 -0.2610 3.3897

Forces on the atoms, in the same order (eV/Å):
O 0.0 -2.0 1.1
C 0.0 2.0 -1.0
Cd 0.0 -0.4 0.2
O -0.1 -3.1 -1.9
C 0.1 4.0 2.4
C -0.2 -2.4 4.4
O 0.2 1.4 -2.3
C 2.8 0.3 -0.3
O -2.6 -0.3 0.2
C -2.6 0.1 -0.7
O 2.6 -0.1 0.5
H 0.0 0.6 -3.5
C 0.0 -0.1 0.3
N 0.2 -0.2 -0.5
C -0.3 0.9 -0.2
C -0.4 0.6 0.4
N -0.2 0.2 1.5
C 0.6 -1.5 -0.2
H 0.2 0.3 -0.2
H -0.2 0.1 -0.3
H 0.1 -0.3 0.0
H -0.1 0.1 0.0
H -0.1 0.1 0.1
H 0.1 -0.3 -0.1

Output
* HOMO: -0.3720 hartree
* multiplicity: 1
* charge: +1

Just the natural (NBO) charges please, in e? Sure, here they are: number 1, O, carries -0.48; number 2, C, carries 0.48; number 3, Cd, carries 1.52; number 4, O, carries -0.37; number 5, C, carries 0.42; number 6, C, carries -0.02; number 7, O, carries -0.45; number 8, C, carries 0.44; number 9, O, carries -0.39; number 10, C, carries 0.43; number 11, O, carries -0.39; number 12, H, carries -0.24; number 13, C, carries -0.41; number 14, N, carries -0.31; number 15, C, carries -0.06; number 16, C, carries -0.07; number 17, N, carries -0.67; number 18, C, carries 0.19; number 19, H, carries 0.23; number 20, H, carries 0.23; number 21, H, carries 0.22; number 22, H, carries 0.25; number 23, H, carries 0.24; number 24, H, carries 0.21

No. 3
C4H16FNNiO8V | ωB97M-V/def2-TZVPD

CARTESIAN COORDINATES (ANGSTROEM)
1 Ni -3.5178 -1.0759 -0.7313
2 O 2.6978 1.7287 -4.1648
3 V 1.7130 1.0430 -3.1688
4 N -0.4964 0.2302 -0.9068
5 O -0.5297 1.3269 -0.3642
6 O 0.4099 -0.0446 -1.7423
7 O -1.3654 -0.6251 -0.6726
8 F -0.1071 1.6502 -3.7929
9 C 0.3419 -3.7966 -2.4142
10 O 0.1921 -3.2526 -1.0909
11 H 1.3972 -3.8139 -2.6809
12 H -0.2389 -4.7027 -2.5635
13 H -0.0896 -3.0636 -3.1079
14 H -0.2786 -2.4241 -1.2155
15 C 1.1620 2.8691 1.8880
16 O 0.3434 3.9256 1.5782
17 H 0.4898 1.9779 1.9842
18 H 1.9317 2.6658 1.1513
19 H 1.5043 3.0246 2.9276
20 H -0.2543 4.1437 2.3259
21 C 2.2217 -0.8314 0.6617
22 O 3.4993 -0.1362 0.6177
23 H 2.0787 -0.9603 -0.4070
24 H 2.2513 -1.7622 1.2197
25 H 1.5041 -0.0800 1.0117
26 H 3.7345 0.1627 1.5022
27 C -3.2537 0.6163 2.0463
28 O -3.5257 -0.5996 1.3326
29 H -4.0066 1.3957 1.9113
30 H -3.3502 0.3887 3.1099
31 H -2.2681 1.0300 1.8574
32 H -4.1906 -1.0102 1.8976

Forces on the atoms, in the same order (eV/Å):
Ni 0.7 0.5 0.8
O -1.1 -1.3 1.9
V -3.8 2.1 -2.8
N -1.0 0.9 0.0
O 0.5 -0.1 0.1
O 1.1 -0.1 -0.4
O 0.1 -0.4 -0.4
F 3.8 -1.2 1.3
C -0.4 1.5 -0.3
O 0.0 -0.1 -0.2
H 0.0 -0.8 0.1
H 0.5 -0.3 0.2
H -0.1 -0.1 -0.2
H 0.0 -0.1 0.3
C -0.2 0.4 0.3
O 0.3 -0.3 -0.4
H -0.1 -0.3 0.1
H -0.1 0.3 -0.2
H 0.2 -0.3 0.1
H -0.1 0.1 0.0
C 1.5 1.4 -0.9
O -0.4 -0.1 0.4
H -0.6 -0.8 0.3
H -0.2 0.0 0.1
H -0.5 -0.5 0.3
H 0.2 -0.2 0.0
C -0.4 0.6 1.1
O -0.3 0.1 -0.3
H 0.0 -0.1 -0.7
H 0.4 -0.1 0.0
H 0.1 -0.4 -0.4
H 0.0 -0.5 -0.4

Output
* ⟨S²⟩: 3.79
* HOMO (alpha / beta): -0.5563 / -0.5556 hartree
* multiplicity: 4
* charge: +2

Just the natural (NBO) charges please, in e? Sure, here they are: number 1, Ni, carries 0.95; number 2, O, carries -0.36; number 3, V, carries 1.87; number 4, N, carries 0.76; number 5, O, carries -0.45; number 6, O, carries -0.63; number 7, O, carries -0.55; number 8, F, carries -0.62; number 9, C, carries -0.25; number 10, O, carries -0.74; number 11, H, carries 0.18; number 12, H, carries 0.20; number 13, H, carries 0.15; number 14, H, carries 0.46; number 15, C, carries -0.29; number 16, O, carries -0.20; number 17, H, carries 0.33; number 18, H, carries 0.26; number 19, H, carries 0.30; number 20, H, carries 0.53; number 21, C, carries -0.24; number 22, O, carries -0.71; number 23, H, carries 0.19; number 24, H, carries 0.22; number 25, H, carries 0.13; number 26, H, carries 0.47; number 27, C, carries -0.26; number 28, O, carries -0.79; number 29, H, carries 0.20; number 30, H, carries 0.20; number 31, H, carries 0.18; number 32, H, carries 0.51

No. 4
C4H6N2 | ωB97M-V/def2-TZVPD

CARTESIAN COORDINATES (ANGSTROEM)
1 N -2.1149 -0.8159 0.1748
2 C -1.5064 -1.0116 -0.7971
3 C -0.4748 -0.9690 -1.7763
4 N 0.2216 0.3629 -0.1558
5 C 1.3175 1.2086 0.4046
6 C 1.1892 -0.2162 0.7697
7 H 0.0653 -1.9141 -1.9434
8 H -0.7569 -0.5256 -2.7443
9 H 0.9396 1.9555 1.1165
10 H 2.1662 1.5652 -0.1714
11 H 1.9531 -0.8784 0.3691
12 H 0.7843 -0.5249 1.7347

Forces on the atoms, in the same order (eV/Å):
N 0.0 -0.7 -1.1
C -0.4 0.2 0.8
C -0.5 -0.4 -0.3
N 0.7 0.5 0.1
C -0.2 0.0 0.1
C 0.1 -0.1 0.1
H 0.1 0.6 0.5
H 0.3 0.3 0.7
H 0.0 -0.2 -0.5
H -0.1 -0.3 -0.2
H -0.2 0.0 -0.1
H 0.0 0.1 -0.2

Output
* HOMO (alpha / beta): -0.3352 / -0.3599 hartree
* multiplicity: 1

Just the natural (NBO) charges please, in e? Sure, here they are: number 1, N, carries -0.29; number 2, C, carries 0.22; number 3, C, carries -0.33; number 4, N, carries -0.28; number 5, C, carries -0.31; number 6, C, carries -0.32; number 7, H, carries 0.22; number 8, H, carries 0.23; number 9, H, carries 0.22; number 10, H, carries 0.21; number 11, H, carries 0.21; number 12, H, carries 0.22

Look up the multiplicity of the third one. 4

Look up the multiplicity of the first one. 2

multiplicity of number 4 (C4H6N2)? 1